{"formula": "C4H10N2O", "method": "ωB97M-V/def2-TZVPD", "species": ["C", "C", "N", "C", "N", "C", "O", "H", "H", "H", "H", "H", "H", "H", "H", "H", "H"], "positions_angstrom": [[1.361280, 0.632984, -1.712589], [-0.498930, -0.746546, 1.807801], [1.290821, -0.038055, 0.242443], [-0.023365, -0.160611, 0.500562], [-2.087078, -0.389004, -0.792364], [-0.864655, 0.218454, -0.537278], [2.062240, 0.343123, 1.385786], [1.558340, 0.993520, 1.902720], [-2.629593, -0.005503, -1.549546], [-2.106381, -1.397883, -0.767407], [-0.725714, 1.190704, -0.978906], [1.684286, -0.343985, -2.048475], [2.168893, 1.299278, -1.435526], [0.698964, 1.082481, -2.448912], [-0.677570, 0.033666, 2.554114], [-1.445454, -1.267663, 1.663992], [0.233915, -1.444959, 2.213586]], "forces_ev_per_angstrom": [[0.3690, -0.1393, 0.6962], [0.1377, -0.1278, -0.0840], [0.3590, 0.0273, -0.6137], [-0.8602, 0.2429, -0.3031], [-0.2636, -0.0589, 0.0820], [0.3245, -0.1707, 0.5739], [-0.3397, 0.2132, -0.4112], [0.0143, -0.0290, -0.1399], [0.0851, -0.0497, 0.0973], [0.0204, 0.1320, -0.0603], [0.1475, -0.1184, -0.1362], [0.1060, 0.0190, 0.1648], [0.0950, -0.1039, -0.1088], [-0.2082, 0.1243, 0.3102], [0.0160, -0.0302, -0.0586], [0.0305, 0.0554, -0.0059], [-0.0333, 0.0139, -0.0027]], "orbital_gap_ev": [7.7, 7.7], "de_lowest_kj_mol": 639.16, "homo_energy_ev": [-6.93, -6.93], "lumo_ev": [0.767, 0.767]}

=====

{"formula": "C4H10N2O", "method": "ωB97M-V/def2-TZVPD", "species": ["N", "C", "C", "O", "C", "N", "C", "H", "H", "H", "H", "H", "H", "H", "H", "H", "H"], "positions_angstrom": [[-1.099114, -1.414716, -0.524002], [-0.231355, -0.310909, -0.188270], [-1.005825, 0.890916, 0.341205], [-0.087393, 1.984159, 0.535497], [0.870473, -0.012059, -1.204625], [1.910582, -0.067617, -0.151540], [0.966257, -0.764781, 0.732404], [-1.567329, -1.228832, -1.402034], [-1.741387, -1.653224, 0.245395], [-1.950117, 1.180377, -0.207316], [-1.438663, 0.499937, 1.342230], [-0.681281, 2.416996, 1.460001], [1.059620, -0.865956, -1.939156], [0.890945, 0.962680, -1.754139], [2.035793, 0.825827, 0.260586], [0.995817, -1.897781, 0.644033], [1.072976, -0.545018, 1.809731]], "forces_ev_per_angstrom": [[-0.2097, -0.2354, 0.1414], [-0.2861, -0.4817, 0.6609], [-0.6422, -0.9768, 1.1322], [-4.1498, 1.6980, 4.9360], [1.0994, 0.2571, -1.3578], [0.5228, -1.2423, -0.1834], [-0.5956, -1.2886, 0.0504], [-0.4257, -0.1700, 0.2414], [0.2248, 0.2738, -0.8130], [1.2167, -0.1974, -0.1683], [0.7016, 0.6913, -1.1122], [3.3978, -1.2231, -4.3215], [-0.5291, 1.0748, 0.9131], [-0.3754, -0.7947, 0.3560], [0.1386, 1.0330, 0.0410], [0.3248, 1.2559, -0.0658], [-0.4130, 0.3262, -0.4503]], "orbital_gap_ev": 8.8, "de_lowest_kj_mol": 364.59, "smiles": "NC1(CO)CNC1", "homo_energy_ev": -8.42, "lumo_ev": 0.414}

=====

{"formula": "C4H10N2O", "method": "ωB97M-V/def2-TZVPD", "species": ["C", "C", "C", "O", "N", "C", "N", "H", "H", "H", "H", "H", "H", "H", "H", "H", "H"], "positions_angstrom": [[-1.148994, 1.072959, -1.295536], [0.217650, 0.377562, -1.317723], [0.185958, -1.036130, -0.788415], [0.616927, -1.997748, -1.382900], [-0.301377, -1.194199, 0.508185], [-0.082179, -0.293886, 1.614165], [1.319607, -0.039722, 1.958127], [-1.848410, 0.556950, -1.949887], [-1.030135, 2.089506, -1.677593], [-1.576867, 1.173032, -0.303253], [0.997770, 0.966598, -0.838320], [0.517347, 0.266464, -2.361763], [-0.245008, -2.179969, 0.746438], [-0.608651, -0.680419, 2.484229], [-0.547101, 0.665998, 1.379914], [1.575901, 0.913120, 1.745705], [1.957570, -0.660120, 1.478620]], "forces_ev_per_angstrom": [[0.3689, 0.4414, -0.1173], [-0.4966, -0.2374, -0.8560], [0.5963, 0.4638, 1.4134], [-0.3099, -0.0735, -0.5371], [-0.0179, -0.8937, -0.2932], [0.1054, 0.7220, -0.2361], [-0.1099, 0.0660, 0.0634], [-0.0819, -0.0709, 0.1011], [-0.0594, -0.0491, -0.0668], [-0.0928, -0.1861, 0.0666], [-0.0307, -0.0520, 0.3015], [0.1244, 0.0818, 0.0663], [-0.0247, 0.1869, 0.0942], [-0.0451, -0.2612, -0.0770], [0.0053, -0.0214, 0.1081], [0.1180, -0.0413, -0.0611], [-0.0493, -0.0752, 0.0302]], "orbital_gap_ev": 10.3, "de_lowest_kj_mol": 87.37, "smiles": "CCC(=O)NCN", "homo_energy_ev": -9.45, "lumo_ev": 0.867}